# C12H43N2O9

A cluster of 9 separate species, C12H43N2O9 in total at a distorted geometry (ωB97M-V/def2-TZVPD, OMol25).

Geometry (Å):
C 0.8183 0.8699 1.7735
C 1.7609 1.5247 0.7547
O 3.0857 1.7047 1.0703
H 0.8664 1.3843 2.7391
H 0.9964 -0.1967 1.9605
H -0.2293 0.8976 1.4364
H 1.3262 2.5083 0.4806
H 1.7669 0.8324 -0.1218
C -2.8178 0.7316 3.5940
C -1.6446 0.0446 4.2304
O -1.5507 0.4801 5.6035
H -2.5272 1.7729 3.4212
H -3.7687 0.6701 4.1161
H -2.9312 0.4045 2.5544
H -0.7393 0.3030 3.6824
H -1.7419 -1.0438 4.2963
H -1.3004 -0.2769 6.1343
C -3.5890 1.0225 -0.5291
C -3.1458 0.9400 -1.9788
C -4.2704 0.8297 -3.0119
O -4.8542 2.0672 -3.3822
C -5.8579 1.9713 -4.3605
N -2.3160 2.1390 -2.3231
H -3.9455 2.0309 -0.3080
H -2.7283 0.7904 0.1022
H -4.3796 0.3408 -0.2030
H -2.5028 0.0789 -2.1743
H -5.0114 0.0838 -2.6933
H -3.8798 0.4061 -3.9470
H -5.6030 2.6238 -5.1987
H -6.7977 2.3695 -3.9636
H -6.0655 0.9600 -4.7157
H -2.9963 2.8674 -2.0827
H -1.6941 2.2695 -1.5211
C 0.2015 -1.5235 -2.0903
C 1.1905 -2.2180 -1.1469
C 0.9134 -3.6851 -0.9418
O 1.9540 -4.1935 -0.1066
C 1.7557 -5.4908 0.4069
N 2.5057 -2.0083 -1.7820
H -0.8548 -1.7849 -2.0016
H 0.4662 -1.7121 -3.1359
H 0.3262 -0.4401 -2.0355
H 1.2920 -1.7732 -0.1534
H 0.9515 -4.2836 -1.8632
H -0.0293 -3.8903 -0.4170
H 0.9871 -5.4853 1.1885
H 2.7089 -5.7546 0.8565
H 1.4266 -6.1966 -0.3616
H 2.5716 -2.4027 -2.7149
H 3.0668 -2.6042 -1.1693
O 3.2069 1.1299 4.0792
H 3.4408 0.2735 4.4477
H 3.0081 0.9539 3.1390
O 3.5093 0.4061 -3.0388
H 2.8571 -0.0695 -2.4917
H 3.7640 -0.2293 -3.7121
O 4.4426 -0.6340 0.9989
H 4.0154 -1.2024 0.3536
H 3.8494 0.1823 1.0402
O 6.4596 1.3391 1.3114
H 7.2807 0.8992 1.5475
H 5.8534 0.6097 1.0745
O 2.0988 5.0564 1.0840
H 1.6677 5.9141 1.1475
H 1.3803 4.4154 1.0522

Values from the calculation:
HOMO energy   -3.46 eV
Frontier orbital gap   5.7404 eV
LUMO level   2.28 eV
Charge   -1
Molar mass   359.48 g/mol



# C12H44BN2O11Y

A structure of composition C12H44BN2O11Y at a distorted geometry (ωB97M-V/def2-TZVPD, OMol25).

Geometry (Å):
Y -0.4958 -3.1315 0.0411
B 0.7522 -1.1330 -0.2193
H 0.6024 -1.4008 0.8151
H 1.1145 -2.0215 -0.7129
H -0.2080 -0.8905 -0.6476
H 1.5098 -0.3683 -0.2937
O -1.5091 -3.2427 -2.1871
C -0.6309 -3.7749 -3.2102
C 0.5939 -4.7233 -2.7841
O 1.1423 -4.5570 -1.5178
H -0.2747 -2.8139 -3.5811
H -1.2015 -4.1263 -4.0699
H 1.3398 -4.5085 -3.5493
H 0.2864 -5.7654 -2.8709
O 1.2495 -4.2245 1.3421
C 1.9512 -4.0735 2.5479
C 3.3987 -4.6796 2.8086
O 4.2749 -4.6787 1.7113
H 1.2479 -4.4580 3.2866
H 1.9461 -3.0270 2.8529
H 3.1827 -5.6447 3.2668
H 3.9656 -4.1229 3.5548
C -2.1781 4.6800 4.2882
C -3.1575 3.7118 3.6304
C -2.5631 2.5904 2.8047
O -1.8963 3.1055 1.6199
C -1.0751 2.1641 0.9606
N -3.9151 3.0126 4.6796
H -1.5089 4.2296 5.0213
H -2.5804 5.4858 4.9022
H -1.7044 5.2103 3.4621
H -3.8479 4.2094 2.9493
H -3.4430 2.1595 2.3271
H -1.9550 1.9915 3.4827
H -1.6407 1.2525 0.7676
H -0.1904 1.8585 1.5192
H -0.7047 2.4468 -0.0248
H -4.7398 2.5903 4.2776
H -4.2702 3.7104 5.3176
C 1.4540 2.7365 -4.2084
C 0.9205 1.9604 -3.0140
C -0.3202 1.1192 -3.4795
O -1.3844 1.8937 -4.0881
C -2.0973 2.7649 -3.2024
N 1.8462 1.0854 -2.3719
H 2.4760 3.0559 -4.0046
H 0.8970 3.6265 -4.5012
H 1.4460 2.1012 -5.0942
H 0.5698 2.7327 -2.3295
H -0.8052 0.5518 -2.6852
H 0.0230 0.2687 -4.0684
H -2.5583 2.3608 -2.3012
H -2.8947 3.2081 -3.7988
H -1.5212 3.6824 -3.0821
H 1.3013 0.5346 -1.7239
H 2.2226 0.5125 -3.1137
O 2.8670 0.7416 1.3986
H 2.1205 0.1493 1.3085
H 3.5724 0.1893 1.7355
O 3.0252 2.7378 -0.1829
H 2.7755 2.4629 -1.0651
H 2.8711 1.9659 0.3617
O -2.4550 -1.3801 -0.0456
H -3.2706 -1.4548 0.4499
H -2.4941 -0.5100 -0.4426
O -1.3386 -2.8383 2.2873
H -1.0619 -2.0811 2.8033
H -1.6491 -3.4702 2.9359
O 3.6154 -2.9134 -0.8242
H 2.8980 -2.7582 -1.4386
H 4.0814 -2.0783 -0.7834

Values from the calculation:
HOMO energy   0.98 eV
Frontier orbital gap   2.2747 eV
LUMO level   3.26 eV
Charge   -2
Molar mass   492.20 g/mol



# C12H44N22O14

A cluster of 12 separate species, C12H44N22O14 in total at a distorted geometry (ωB97M-V/def2-TZVPD, OMol25).

Geometry (Å):
C -0.3632 0.2683 -0.2011
O 0.2921 -0.3170 0.7580
O -1.2193 -0.4525 -0.8667
O -0.1399 1.4916 -0.5111
C 1.9414 4.3962 -0.9127
O 2.8166 5.1737 -1.2747
N 1.0959 4.7128 0.1205
N 1.6629 3.2062 -1.5093
H 0.4269 4.0491 0.4764
H 1.3546 5.4538 0.7449
H 0.8271 2.7073 -1.2458
H 2.2483 2.9489 -2.2805
C -1.8457 2.3106 -3.7317
O -2.4504 2.9347 -4.5960
N -2.2260 1.1135 -3.2084
N -0.6091 2.6678 -3.2390
H -3.1634 0.7711 -3.2931
H -1.6808 0.7269 -2.4389
H -0.2214 3.5760 -3.3973
H -0.2027 2.0328 -2.5734
C -2.1764 -2.6350 2.1567
O -2.8707 -3.3970 2.8378
N -0.8252 -2.5449 2.3054
N -2.6409 -1.7990 1.2077
H -0.3682 -1.8332 1.7434
H -0.3162 -3.1443 2.9308
H -2.0496 -1.2164 0.6289
H -3.6018 -1.7205 0.9055
C -4.7741 -1.4390 -1.6093
O -4.9758 -1.4526 -0.3989
N -5.7819 -1.3801 -2.5274
N -3.5037 -1.3223 -2.1021
H -5.5103 -1.3240 -3.4895
H -6.7237 -1.4460 -2.1973
H -3.2740 -1.4892 -3.0632
H -2.7653 -1.1114 -1.4450
C -2.4268 4.1493 0.1296
O -2.9215 5.1521 0.6407
N -2.9145 2.8896 0.3311
N -1.3439 4.2046 -0.6978
H -3.8034 2.8086 0.7855
H -2.4181 2.0586 0.0554
H -0.9370 3.3089 -0.9405
H -0.9350 5.1129 -0.8055
C -1.3516 1.9914 3.6110
O -1.6149 2.6626 4.5992
N -0.2996 2.3008 2.7703
N -1.9393 0.8003 3.2973
H -0.2883 1.7717 1.9080
H -0.0443 3.2645 2.6477
H -2.6277 0.4130 3.9157
H -1.5264 0.2078 2.5934
C 1.6623 -1.8370 4.5139
O 1.2062 -2.9641 4.5722
N 1.1659 -0.7912 3.7904
N 2.7746 -1.4490 5.2516
H 1.4971 0.1304 4.0003
H 0.5638 -0.9612 3.0014
H 3.4171 -0.7258 4.9920
H 3.1022 -2.1527 5.8915
C 1.8168 -0.7663 -4.1729
O 2.2816 -0.9246 -5.2974
N 2.3682 0.1172 -3.2735
N 0.8051 -1.5115 -3.6536
H 2.0107 0.1757 -2.3371
H 3.2112 0.5741 -3.5595
H 0.3788 -2.2479 -4.1803
H 0.5436 -1.3808 -2.6932
C -0.0106 -3.6683 -1.7257
O 0.5222 -4.4777 -2.4878
N -1.2385 -3.0783 -1.9048
N 0.6504 -3.1961 -0.6273
H -1.7580 -3.1914 -2.7550
H -1.3621 -2.1730 -1.4419
H 0.2378 -2.3545 -0.2383
H 1.6755 -3.2333 -0.6229
C 3.2450 0.9333 0.5327
O 4.3820 1.3984 0.5217
N 2.1696 1.5926 1.0553
N 2.9113 -0.3611 0.2199
H 2.3458 2.5290 1.3655
H 1.2676 1.1465 1.0089
H 3.5967 -1.0202 -0.0956
H 1.9543 -0.6384 0.3973
C 3.7149 -3.6305 0.8886
O 3.3709 -3.8343 -0.2738
N 3.0349 -2.8484 1.7642
N 5.0111 -3.9452 1.2725
H 2.1676 -2.3796 1.5778
H 3.5667 -2.4244 2.5025
H 5.2439 -3.8287 2.2365
H 5.5022 -4.2158 0.4387

Values from the calculation:
HOMO energy   -4.78 eV
Frontier orbital gap   8.5840 eV
LUMO level   3.81 eV
Relative energy (zero: lowest compared OMol25 entry of this formula, charge and spin)   38.7 kcal per mole
Charge   -2
Molar mass   720.62 g/mol



# C12H44N22O14

A cluster of 12 separate species, C12H44N22O14 in total at a distorted geometry (ωB97M-V/def2-TZVPD, OMol25).

Geometry (Å):
C 9.8459 9.2692 -35.0293
O 9.0914 9.4641 -34.0744
O 10.4074 8.1532 -35.0145
O 10.1506 10.1131 -35.8802
C 10.9087 16.1929 -37.3854
O 11.2376 17.3672 -37.4891
N 9.7879 15.7885 -37.9040
N 11.6115 15.1977 -36.8474
H 9.4490 14.8478 -37.7615
H 9.0738 16.4648 -38.1338
H 11.2932 14.2513 -36.9994
H 12.4970 15.4551 -36.4354
C 14.4121 8.9302 -39.0480
O 15.1804 8.7399 -39.9528
N 13.9126 8.0760 -38.2858
N 14.0789 10.1179 -38.5281
H 13.8600 7.0947 -38.5192
H 13.2491 8.3731 -37.5846
H 14.2624 10.9823 -39.0173
H 13.4952 10.0797 -37.7048
C 6.3619 5.1578 -32.6748
O 5.5839 4.2400 -32.2910
N 6.4978 6.2351 -31.9822
N 7.0782 5.1821 -33.7173
H 7.0715 6.9509 -32.4048
H 6.0570 6.3562 -31.0815
H 7.7322 5.9013 -33.9915
H 7.1570 4.4336 -34.3909
C 10.7355 2.0469 -37.1780
O 9.5283 2.1745 -37.0789
N 11.3272 1.2271 -37.9728
N 11.5220 2.9295 -36.6135
H 12.3328 1.3205 -37.9610
H 10.7670 0.5574 -38.4806
H 12.5176 2.7901 -36.5167
H 11.0839 3.7574 -36.2355
C 9.0009 10.3985 -41.1108
O 8.4263 10.7055 -42.1455
N 8.7812 9.2672 -40.4034
N 9.9214 11.1663 -40.5899
H 8.2384 8.5470 -40.8581
H 9.1281 9.1108 -39.4678
H 10.2174 10.9007 -39.6615
H 10.0675 12.0411 -41.0732
C 4.6455 10.7499 -36.7151
O 3.5356 11.0651 -37.1993
N 5.5377 11.6520 -36.3920
N 5.0480 9.5456 -36.2511
H 6.4330 11.2616 -36.1348
H 5.6256 12.4969 -36.9383
H 4.4127 8.7610 -36.2809
H 5.8799 9.4915 -35.6809
C 3.8478 10.8157 -29.6361
O 3.8385 9.7438 -29.0532
N 4.2580 11.1252 -30.7877
N 3.3554 11.9088 -29.1585
H 3.9529 12.0207 -31.1415
H 4.9554 10.5482 -31.2358
H 3.6410 12.8541 -29.3706
H 2.8769 11.7482 -28.2837
C 16.1031 9.9021 -33.3952
O 17.2776 10.0746 -33.2076
N 15.2571 10.8452 -33.6757
N 15.4483 8.8154 -33.1788
H 14.2773 10.6067 -33.7316
H 15.6271 11.7850 -33.6834
H 15.9031 7.9741 -32.8540
H 14.4425 8.8456 -33.2655
C 12.4493 6.2022 -30.7456
O 13.3163 6.1566 -29.9247
N 12.3417 5.5576 -31.9248
N 11.5827 7.0790 -30.5870
H 13.0672 4.9736 -32.3154
H 11.8087 6.0519 -32.6260
H 11.0772 7.2510 -31.4442
H 11.7993 7.8820 -30.0138
C 9.7530 14.3006 -32.2392
O 9.8686 15.4441 -31.8709
N 9.0511 13.9530 -33.2343
N 10.0666 13.2044 -31.6068
H 8.6680 14.7287 -33.7555
H 9.0193 12.9745 -33.4826
H 10.5377 13.2186 -30.7134
H 9.7374 12.3431 -32.0189
C 9.7375 10.8782 -26.8454
O 10.8644 10.4164 -27.1222
N 8.7286 10.9534 -27.6517
N 9.5696 11.7240 -25.8282
H 8.6821 10.6122 -28.6012
H 8.0766 11.7025 -27.4674
H 8.6174 12.0225 -25.6718
H 10.5222 11.8848 -25.5338

Values from the calculation:
HOMO energy   -0.46 eV
Frontier orbital gap   3.4330 eV
LUMO level   2.97 eV
Relative energy (zero: lowest compared OMol25 entry of this formula, charge and spin)   307.5 kcal per mole
Charge   -2
Molar mass   720.62 g/mol



# C12H44N4O10

A cluster of 10 separate species, C12H44N4O10 in total at a distorted geometry (ωB97M-V/def2-TZVPD, OMol25).

Geometry (Å):
C 2.2171 -4.7996 -3.5699
O 3.1672 -3.8018 -3.3810
H 1.4035 -4.6999 -2.8513
H 1.6890 -4.7763 -4.5231
H 2.7243 -5.7425 -3.3655
H 3.8730 -3.7910 -4.0316
C -1.6498 0.8794 10.3463
O -0.8322 0.4241 11.4177
H -2.4648 0.2084 10.0749
H -2.1656 1.8210 10.5346
H -1.0578 0.9440 9.4333
H -0.0204 0.1099 11.0131
C -2.5637 -4.3858 3.2028
O -3.7438 -4.8067 2.5539
H -2.7948 -4.6853 4.2251
H -1.6538 -4.9817 3.1311
H -2.3523 -3.3172 3.1636
H -4.2953 -5.3831 3.0880
C 4.0089 -5.5423 5.6603
O 3.9379 -4.1863 5.8216
H 4.8329 -5.7535 4.9788
H 4.1072 -6.0261 6.6321
H 3.0808 -5.8220 5.1619
H 3.7061 -3.7359 5.0061
C 9.2334 -2.1310 0.4141
O 8.6725 -0.8929 0.7905
H 10.3083 -2.2692 0.5304
H 8.7619 -2.9731 0.9208
H 9.0625 -2.3219 -0.6453
H 7.7426 -0.9375 1.0249
C 5.8380 3.3377 -4.4237
O 6.1104 4.5757 -3.7741
H 4.8284 2.9516 -4.2831
H 5.8686 3.3964 -5.5117
H 6.5621 2.6182 -4.0414
H 5.4131 5.2273 -3.8772
C 1.9627 0.8926 1.3626
O 2.8577 0.3001 1.9166
N 0.9678 1.5103 1.9459
N 1.9209 1.1230 0.0702
H 0.1063 1.6416 1.4353
H 0.8431 1.3696 2.9382
H 2.5274 0.6617 -0.5927
H 1.2381 1.8036 -0.2311
C -6.7082 0.8873 3.1801
O -5.5907 1.3215 3.0156
N -7.0789 -0.3400 3.3785
N -7.7065 1.7199 3.2471
H -8.0347 -0.4812 3.6727
H -6.4253 -1.0842 3.1808
H -8.6758 1.4716 3.3853
H -7.4504 2.6647 2.9985
C -4.4457 -0.2360 -4.0742
C -4.7214 -0.7917 -5.4539
O -3.4853 -1.3434 -5.9367
H -4.0674 -1.0897 -3.5120
H -5.2848 0.2354 -3.5625
H -3.7663 0.6143 -4.1336
H -5.1390 0.0399 -6.0215
H -5.4370 -1.6051 -5.3342
H -3.5441 -1.7693 -6.7951
C -1.6576 5.7964 -6.7759
C -1.6558 7.3669 -6.7445
O -2.9139 7.9957 -7.0373
H -1.6326 5.4332 -7.8033
H -2.5816 5.4160 -6.3404
H -0.9113 5.3473 -6.1205
H -0.9120 7.8843 -7.3505
H -1.3965 7.5700 -5.7054
H -2.7566 8.9427 -7.0497

Values from the calculation:
HOMO energy   -9.72 eV
Frontier orbital gap   10.0373 eV
LUMO level   0.31 eV
Relative energy (zero: lowest compared OMol25 entry of this formula, charge and spin)   74.8 kcal per mole
Molar mass   404.50 g/mol
SMILES   NC(N)=O.NC(N)=O.CCO.CCO.CO.CO.CO.CO.CO.CO



# C12H46N2O11

A cluster of 11 separate species, C12H46N2O11 in total at a distorted geometry (ωB97M-V/def2-TZVPD, OMol25).

Geometry (Å):
C -1.9519 -0.9804 2.7939
C -3.2769 -1.4224 2.2849
O -3.9739 -0.2564 2.2969
H -1.2209 -1.8354 2.5799
H -1.9509 -0.7274 3.8099
H -1.5869 -0.0584 2.2779
H -3.7839 -2.0054 2.9879
H -3.2379 -1.8824 1.2919
H -4.8749 -0.5584 2.2519
C -1.8139 2.7186 1.1099
O -0.6609 3.1126 0.6099
N -2.5139 3.3606 2.0099
N -2.2729 1.6506 0.6599
H -2.1539 4.2196 2.4849
H -3.3059 2.8946 2.4039
H -1.5659 1.1156 0.1449
H -2.9129 1.0686 1.1529
C 1.0061 -2.1194 -3.4111
O -0.0189 -1.1664 -3.2051
H 0.5551 -3.0304 -3.8061
H 1.4521 -2.1624 -2.4521
H 1.7941 -1.7904 -4.0931
H -0.5709 -1.1994 -4.0011
C 3.0701 2.6136 -1.1471
O 2.1701 3.4466 -0.3871
H 3.4771 1.8276 -0.4681
H 3.9201 3.2356 -1.5431
H 2.5851 2.2886 -2.0461
H 1.4461 2.8356 -0.0771
C 0.8671 0.1346 -0.6991
O -0.4669 -0.3414 -0.2391
H 1.4221 0.8776 -0.1131
H 0.8971 0.4026 -1.7461
H 1.5351 -0.7444 -0.6511
H -0.3969 -1.3144 -0.0471
C 2.2181 -1.4504 2.5919
O 2.8641 -0.4214 2.0149
H 2.8811 -2.0174 3.2279
H 1.7481 -2.1374 1.8689
H 1.4531 -1.0784 3.3399
H 2.4271 0.4656 2.1489
C 0.8881 1.7446 3.4959
O 1.1521 1.7786 2.1139
H 0.3851 2.5356 3.9769
H 1.8871 1.6416 3.9349
H 0.2301 0.7846 3.6289
H 0.5451 2.4306 1.7579
C -3.7199 -0.8484 -1.6731
O -2.6039 -0.3644 -2.2821
H -3.5319 -1.9554 -1.4981
H -4.4519 -0.6774 -2.4091
H -3.8729 -0.2734 -0.7681
H -1.8559 -0.6114 -1.7601
C -0.6059 2.0756 -3.0011
O -1.2129 3.3426 -2.9401
H -0.9839 1.5526 -3.8651
H -0.8469 1.6076 -2.0501
H 0.4631 2.1626 -3.1271
H -2.1299 3.2236 -2.8011
C -0.0659 -3.9424 -0.5511
O -1.0049 -3.3174 0.2259
H 0.8011 -3.3364 -0.8101
H -0.5489 -4.4324 -1.4111
H 0.2841 -4.7424 0.0769
H -1.8639 -3.6864 -0.0111
C 4.3801 -0.8644 -1.3651
O 5.3871 -0.1574 -0.7211
H 4.7951 -1.2884 -2.2391
H 3.6421 -0.1234 -1.6151
H 3.9301 -1.5594 -0.6771
H 5.2531 -0.2694 0.1519

Values from the calculation:
HOMO energy   -9.23 eV
Frontier orbital gap   9.3462 eV
LUMO level   0.11 eV
Relative energy (zero: lowest compared OMol25 entry of this formula, charge and spin)   65.7 kcal per mole
Molar mass   394.50 g/mol
SMILES   NC(N)=O.CCO.CO.CO.CO.CO.CO.CO.CO.CO.CO



Which formula does entry 1 have?
C12H43N2O9



What is the formula in the sixth record?
C12H46N2O11



Number 2 is which compound?
C12H44BN2O11Y